# 1
ORCA calculation (ωB97M-V with the def2-TZVPD basis set) on a structure of composition C15H26MgNOP at a distorted geometry.

Frontier orbital gap (spin up / spin down): 4.9 / 4.9 eV

```
! wB97M-V def2-TZVPD RIJCOSX def2/J DEFGRID3
* xyz 0 1
C -1.06004 -2.01584 -2.97780
C -0.77859 -2.65181 -1.77243
C -0.47367 -1.91109 -0.61069
C -0.39972 -0.52746 -0.66518
C -0.73897 0.10227 -1.85547
C -1.07032 -0.62744 -3.00884
C -0.22077 -2.74599 0.60920
C 0.68212 -2.20164 1.70277
N 1.75377 -1.25613 1.28176
Mg 0.54651 0.40272 1.08349
C -0.75510 1.59741 -1.96792
P 0.15482 2.32044 -0.53898
H -0.77542 -3.74381 -1.69914
H -1.32450 -0.07069 -3.90960
H -1.26021 -2.60531 -3.87561
H -1.77633 2.01119 -1.95917
H -0.26423 1.94554 -2.88683
H -1.17626 -2.98227 1.10949
H 0.21290 -3.70423 0.29533
H 0.02636 -1.72077 2.46065
C -0.23362 4.08717 -0.74355
C 1.84674 2.24732 -1.22663
H 1.16473 -3.04969 2.20364
C 2.42530 -1.48045 -0.02778
C 2.74688 -1.11986 2.38586
H -0.90040 1.03467 2.24607
H 3.48502 -1.70395 0.15654
H 1.96558 -2.27905 -0.62247
H 2.38191 -0.54790 -0.62420
H 3.70106 -1.61177 2.12780
H 2.93553 -0.04778 2.58803
H 2.36185 -1.59161 3.30612
H 1.89106 2.93267 -2.08283
H 2.55310 2.57157 -0.45109
H 2.12297 1.23648 -1.55263
H -0.01176 4.38400 -1.77676
H -1.29140 4.26050 -0.51341
H 0.39573 4.64971 -0.04265
H -0.19863 1.40003 2.52120
C -3.67135 1.21382 2.04129
C -2.66876 0.25858 1.59974
O -2.59933 -0.84508 1.17943
H -3.48280 2.17702 1.55161
H -3.53968 1.35109 3.12097
H -4.68210 0.85743 1.82064
*
```



# 2
ORCA calculation (ωB97M-V with the def2-TZVPD basis set) on an isolated molecule of C15H26N2OS at a distorted geometry.

SMILES: O=C(NC1CCCCCC1)C(=S)NC1CCCCC1
Frontier orbital gap: 8.6 eV

```
! wB97M-V def2-TZVPD RIJCOSX def2/J DEFGRID3
* xyz 0 1
O -0.08679 -1.37812 0.51658
C 0.05777 -0.16764 0.55198
N 1.16294 0.47009 0.15399
H 1.15940 1.48335 0.22303
C 2.32113 -0.18844 -0.41135
C 3.58699 0.31697 0.29082
H 4.35318 -0.45813 0.24276
C 4.16807 1.61879 -0.26418
C 5.15869 1.38514 -1.40417
C 4.51631 0.97335 -2.72581
C 3.62604 -0.26574 -2.63992
C 2.29720 0.00636 -1.93489
H 1.52686 -0.65761 -2.33274
H 1.98249 1.02890 -2.15570
H 4.15703 -1.07792 -2.14213
H 3.41124 -0.59425 -3.65943
H 3.92241 1.80531 -3.11238
H 5.31552 0.78317 -3.44671
H 5.87316 0.61772 -1.09591
H 5.72352 2.30522 -1.57426
H 3.37007 2.28519 -0.59407
H 4.70053 2.12734 0.54291
H 3.33484 0.45025 1.34565
H 2.19550 -1.25348 -0.18403
C -1.00610 0.77516 1.06817
N -2.16189 0.30719 1.52588
H -2.81232 1.02051 1.83289
C -2.66774 -1.05160 1.53384
C -3.77686 -1.15623 2.57760
C -4.97665 -0.25214 2.25624
C -5.18464 -0.09486 0.74443
C -4.70022 -1.34220 0.01499
C -3.18109 -1.46650 0.13745
H -2.69760 -0.83230 -0.60740
H -2.87130 -2.49079 -0.06630
H -5.18805 -2.22006 0.44195
H -4.97470 -1.29360 -1.03974
H -4.63167 0.76764 0.36591
H -6.24085 0.08106 0.53506
H -5.86814 -0.69439 2.70415
H -4.85098 0.73070 2.71594
H -4.09680 -2.19803 2.60679
H -3.37902 -0.90964 3.56380
H -1.83584 -1.70568 1.80721
S -0.73165 2.40994 1.09110
*
```



# 3
ORCA calculation (ωB97M-V with the def2-TZVPD basis set) on a structure of composition C15H26N6OsS at a distorted geometry.

Frontier orbital gap (spin up / spin down): 8.9 / 5.6 eV

```
! wB97M-V def2-TZVPD RIJCOSX def2/J DEFGRID3
* xyz 4 5
Os -0.04026 -0.58116 -0.21856
C -3.00280 -0.15464 -0.26890
C -2.59678 -1.29264 -1.23068
N -1.25422 -0.95430 -1.92949
C -0.65594 -2.10978 -2.72092
C -0.07801 -3.07815 -1.74644
C -0.22938 -4.41958 -1.81686
C 0.28069 -5.20119 -0.76847
C 0.85999 -4.62308 0.36866
C 0.98317 -3.24675 0.39255
C 1.40204 -2.45138 1.58925
N 0.42801 -1.34775 1.70828
C -0.87589 -1.72324 2.23780
C -1.86859 -0.52827 2.07162
N -1.83647 0.13298 0.68891
N 0.49762 -2.49433 -0.64340
H -3.88395 -0.43300 0.27393
H -3.20119 0.81977 -0.75452
H -3.40118 -1.48478 -1.95163
H -2.50199 -2.26354 -0.73828
H -1.44647 -0.14049 -2.50569
H 0.06101 -1.70664 -3.41474
H -1.44516 -2.57594 -3.28307
H -0.73671 -4.87773 -2.61329
H 0.15567 -6.28319 -0.82801
H 1.18620 -5.19697 1.20724
H 2.32799 -1.97758 1.34377
H 1.42574 -3.05843 2.48578
H 0.84419 -0.70960 2.32880
H -0.79542 -1.97611 3.30604
H -1.18708 -2.63073 1.73683
H -1.68595 0.28246 2.77539
H -2.84982 -0.91737 2.30021
H -1.85090 1.12642 0.90167
S 1.32109 1.40080 0.84406
C 1.56942 2.95497 0.23281
N 1.37613 3.45328 -0.95700
C 1.65896 4.84011 -1.35959
C 1.51056 5.82629 -0.18796
C 2.23931 5.34305 1.04640
N 2.17438 3.87984 1.15769
H 1.00759 2.80358 -1.64567
H 1.05498 5.08128 -2.20565
H 2.69288 4.88769 -1.75697
H 0.44709 5.98871 -0.01265
H 1.94757 6.81812 -0.51795
H 2.01167 5.76060 2.02743
H 3.31385 5.60400 1.09417
H 2.64637 3.43441 1.95708
*
```



# 4
ORCA calculation (ωB97M-V with the def2-TZVPD basis set) on a cluster of 3 separate species, C15H26O10P2 in total at a distorted geometry.

SMILES: CP(C)C1=C(P(C)O)C(=O)OC1=O.CCOC(=O)OC.CCOC(=O)OC
Frontier orbital gap: 7.1 eV

```
! wB97M-V def2-TZVPD RIJCOSX def2/J DEFGRID3
* xyz 0 1
C 1.46876 2.88159 0.60370
P 0.09911 4.15667 0.32721
C 0.16230 4.86487 -1.46301
C -1.63108 3.40895 0.46104
C -2.20163 2.25194 -0.15597
P -1.37725 1.04270 -1.35317
C -0.68161 -0.39516 -0.28223
O 0.05147 1.72952 -2.06652
C -3.69909 2.30962 0.41034
O -4.55259 1.52173 -0.06809
O -3.93369 3.32156 1.40765
C -2.73260 4.13844 1.36258
O -2.59763 5.26318 1.91033
H 1.85603 2.45743 -0.40453
H 2.37141 3.46537 1.03876
H 1.22571 2.05903 1.35669
H -0.78903 4.49523 -2.01221
H 0.10283 6.00680 -1.44830
H 1.04996 4.44277 -2.04545
H 0.45557 -0.45903 -0.38661
H -0.90301 -0.13405 0.82148
H -1.22030 -1.38285 -0.52887
H -0.28957 2.23416 -2.84063
C -4.72031 -2.33005 3.82209
C -3.66996 -1.90537 2.81402
O -2.36516 -1.86764 3.40795
C -1.78409 -3.06371 3.61255
O -2.25722 -4.14025 3.33889
O -0.59512 -2.85176 4.20241
C 0.08256 -4.05104 4.57310
H -4.68494 -1.68884 4.70678
H -5.71932 -2.27727 3.38428
H -4.55259 -3.35348 4.16602
H -3.88741 -0.89093 2.47196
H -3.67113 -2.55031 1.93035
H 0.18918 -4.72704 3.72183
H -0.45103 -4.54218 5.39009
H 1.07908 -3.77855 4.92411
C 4.26357 0.98094 -2.42559
C 2.93728 0.62381 -3.06924
O 3.11070 -0.34455 -4.11155
C 3.33011 -1.60643 -3.70100
O 3.38606 -1.98163 -2.55411
O 3.50540 -2.37274 -4.79066
C 3.85383 -3.72329 -4.49159
H 4.98184 1.30844 -3.18193
H 4.13382 1.77765 -1.68962
H 4.70680 0.11937 -1.92048
H 2.51218 1.51443 -3.53700
H 2.21111 0.26935 -2.33288
H 3.13098 -4.17930 -3.81148
H 4.85962 -3.76242 -4.06693
H 3.85010 -4.28567 -5.42655
*
```



The records above yield calculated total energy values of -1258.4147, -1170.1371, -1402.9466, -2022.1943 Eh, respectively.